[1]
{"formula": "C4H7MgO", "method": "wB97M-V/def2-TZVPD", "multiplicity": 2, "total_energy_ev": -11747.7416, "e_homo_ev": [-5.74, -6.22], "largest_force_ev_per_a": 6.7, "lumo_energy_ev": [-1.2, -0.6], "symbols": ["H", "O", "H", "H", "H", "C", "H", "H", "C", "Mg", "C", "H", "C"], "positions_angstrom": [[-0.533584, 1.187588, -1.123046], [0.406018, 0.677679, 2.138965], [0.812918, -1.235020, 0.339054], [1.256700, 1.570061, 0.482159], [1.958720, -0.031112, -0.360619], [-0.313084, 0.109595, -1.105789], [0.137484, -0.115174, -2.091669], [-1.815045, -1.413821, -1.508669], [0.458388, 0.799475, 0.897921], [0.641669, -0.627857, 3.613001], [0.918136, -0.215170, -0.056703], [-2.386543, -0.008325, -0.517101], [-1.541783, -0.697922, -0.707505]], "forces_ev_per_angstrom": [[0.22, -0.28, 0.24], [-1.83, 0.15, 0.61], [-0.05, 0.08, -0.38], [-2.51, 1.02, 1.04], [-0.53, 0.13, -0.32], [1.89, -1.24, -0.15], [-0.80, -0.23, 0.16], [0.18, -0.20, 1.06], [6.57, 1.28, 0.11], [0.15, -0.16, 0.17], [-3.27, -1.31, -0.56], [0.31, -0.80, 0.65], [-0.33, 1.57, -2.65]], "lowdin_spin": [0.01, 0.00, 0.00, 0.02, 0.01, 0.12, 0.01, 0.04, 0.24, -0.32, 0.08, 0.04, 0.73]}

=====

[2]
{"formula": "C5H8N2", "method": "wB97M-V/def2-TZVPD", "total_energy_ev": -8293.6402, "relative_energy_kj_mol": 130.84, "e_homo_ev": -9.56, "largest_force_ev_per_a": 1.1, "lumo_energy_ev": 0.9, "symbols": ["N", "H", "C", "H", "H", "H", "C", "N", "H", "H", "H", "H", "C", "C", "C"], "positions_angstrom": [[-1.500741, 0.764393, 0.323660], [-0.134713, 2.416196, 0.325800], [0.614809, 0.304175, 0.380865], [-0.214639, 1.580250, -1.244251], [1.272039, 0.598816, 1.204847], [1.821747, -1.381897, -0.280841], [1.387279, -0.460213, -0.681061], [-1.256679, -2.731021, -0.076285], [2.199844, 0.159130, -1.075972], [-0.796950, -0.398349, 1.976850], [0.735199, -0.737448, -1.517773], [-2.132081, 0.476749, -0.416256], [-0.708038, -0.350173, 0.885260], [-0.276300, 1.443979, -0.157586], [-1.010774, -1.684589, 0.352745]], "forces_ev_per_angstrom": [[-0.18, -0.08, -0.13], [-0.01, -0.12, -0.09], [0.13, -0.02, -0.02], [-0.03, -0.05, 0.16], [-0.12, -0.06, -0.13], [-0.05, 0.12, -0.03], [0.02, -0.03, -0.01], [0.23, 1.00, 0.39], [-0.11, -0.08, 0.06], [0.02, -0.03, -0.16], [0.08, 0.04, 0.13], [0.08, 0.04, 0.12], [0.02, -0.17, 0.15], [0.13, 0.28, -0.10], [-0.22, -0.84, -0.34]], "mulliken_charge": [-0.48, 0.26, 0.39, 0.30, 0.34, 0.37, -1.61, -0.44, 0.40, 0.27, 0.41, 0.30, 0.11, -0.65, 0.04]}

=====

[3]
{"formula": "C3H4N4O", "method": "wB97M-V/def2-TZVPD", "total_energy_ev": -11177.7793, "relative_energy_kj_mol": 597.23, "e_homo_ev": -10.07, "largest_force_ev_per_a": 8.8, "lumo_energy_ev": -0.4, "symbols": ["H", "C", "H", "C", "C", "H", "N", "N", "N", "O", "N", "H"], "positions_angstrom": [[3.468193, -0.344963, -1.057510], [-1.914936, -0.671651, -0.038004], [2.795759, -1.438821, 0.920513], [2.794524, -0.341531, 0.283239], [-0.676594, -0.274100, -0.346690], [-1.876646, -1.869308, -0.223347], [0.428948, -0.926018, -0.146421], [0.778867, 1.311035, 0.021861], [1.323565, -0.065091, -0.059950], [-2.890715, 0.126253, 0.360106], [-0.506852, 1.091291, -0.198685], [3.348755, 0.488238, 0.770579]], "forces_ev_per_angstrom": [[-2.05, -0.51, 4.32], [-8.55, -1.41, 1.55], [0.30, 3.37, -2.23], [0.37, -2.46, -2.99], [2.31, 5.25, 0.68], [-1.47, 2.14, 0.95], [0.19, -2.58, -0.96], [-2.04, -3.29, -1.45], [3.26, 4.10, 2.14], [4.79, -4.79, -2.14], [4.04, 0.69, 0.22], [-1.15, -0.53, -0.11]], "mulliken_charge": [0.24, 0.03, 0.27, -0.69, 0.48, 0.22, -0.65, -0.34, 0.78, -0.51, -0.16, 0.31]}

=====

[4]
{"formula": "C22H32N4O5S", "method": "wB97M-V/def2-TZVPD", "total_energy_ev": -50343.1491, "relative_energy_kj_mol": 2286.49, "e_homo_ev": -7.63, "largest_force_ev_per_a": 18.2, "lumo_energy_ev": 0.1, "symbols": ["H", "C", "C", "H", "H", "C", "H", "O", "H", "O", "C", "C", "C", "S", "H", "H", "C", "H", "H", "N", "H", "C", "C", "H", "H", "H", "H", "H", "H", "C", "H", "C", "N", "H", "C", "H", "C", "H", "H", "C", "H", "O", "H", "C", "C", "H", "C", "N", "H", "C", "H", "C", "N", "H", "H", "C", "H", "C", "O", "C", "H", "H", "H", "O"], "positions_angstrom": [[2.210090, 3.021216, -1.006437], [-0.323810, 0.618966, 1.845587], [2.545287, -3.406910, 0.933250], [1.935322, 3.295288, 3.689833], [0.931582, 2.441776, 5.795557], [-1.860384, 2.946287, -2.385657], [1.812877, 0.825589, -0.243508], [-2.380531, 0.634931, -0.568645], [4.470544, -1.327851, 2.425597], [-1.454415, 3.569868, -3.457320], [-0.062741, -2.688494, -1.435870], [3.539889, -1.452168, 1.649407], [1.649491, 2.354044, 1.852918], [-2.777333, 0.488137, -2.316294], [-3.349089, -3.977316, -3.582893], [-4.143015, 2.741870, -1.620792], [-3.067425, -2.978961, -3.536877], [-1.358023, 2.057814, 2.731452], [-3.579497, 2.432711, -3.509672], [-1.217157, 2.947377, -1.431739], [1.394164, -6.822669, 0.409847], [0.888485, 1.208750, -0.479764], [0.232153, 3.579825, -1.185321], [0.012923, 0.588842, -0.705321], [0.497638, 3.489618, 2.931389], [3.153461, -5.294611, 1.761456], [0.150826, 3.918022, -0.079500], [0.325604, 4.376500, -1.881927], [-0.027265, -5.595563, -1.085030], [0.725703, -3.544646, -0.486912], [-3.969523, -2.398243, -3.324262], [1.828890, -2.650110, 0.121043], [0.706030, 1.794362, 0.858815], [1.333492, 2.223512, -2.227465], [-3.224677, 2.223489, -2.644631], [-2.120617, -0.202789, -4.066242], [-0.660969, 1.205018, 3.002017], [2.740145, -0.932538, 1.909449], [-0.997277, 0.470231, 0.908088], [2.549860, -4.896309, 1.035021], [1.589427, -1.730458, -0.003838], [3.419424, -2.805583, 1.537775], [3.782587, -1.009851, 0.545919], [-1.662318, -0.238711, -3.090140], [-1.099416, -1.356369, -2.720696], [-1.604681, 2.326863, -0.661336], [1.600431, -5.576889, 0.313466], [-0.240012, -1.629821, -1.838576], [-0.825883, 0.551835, -3.142855], [1.174802, 2.505734, -1.309129], [2.151480, 3.213043, 1.314792], [0.585763, -4.952973, -0.229227], [0.405911, 1.546666, 3.840520], [-0.404743, 1.394312, 5.775100], [0.460476, -0.085811, 2.006366], [-1.902256, -2.644994, -2.712928], [-0.824267, 2.813211, 5.226783], [-0.119162, 2.248760, 5.245239], [-1.208241, -3.390865, -1.970449], [1.245929, 2.683931, 3.060506], [-1.150919, 0.456787, 3.490043], [-2.747416, -2.869024, -4.736115], [2.454233, 1.421179, 1.867118], [-4.141857, -0.155838, -2.406985]], "forces_ev_per_angstrom": [[-1.84, -1.46, -0.28], [4.37, 0.25, -10.20], [-1.72, -4.41, -2.01], [0.15, -1.49, -0.20], [-2.71, 0.60, -1.33], [-6.33, 3.24, -16.13], [2.42, -2.64, -1.22], [-0.68, -0.71, -6.40], [-2.44, 0.22, -2.16], [-0.99, -1.16, 1.14], [-1.58, -11.83, 3.64], [6.86, 0.24, -2.33], [6.06, -5.38, -10.84], [-11.62, 3.59, 13.47], [-0.31, -2.06, 0.67], [2.83, -2.47, -3.18], [0.58, 0.88, -3.51], [0.26, -0.47, 0.74], [-2.12, 1.15, -5.81], [7.70, -0.95, 14.53], [1.32, 3.59, -0.18], [0.46, 4.33, 2.60], [-4.58, 0.11, 2.19], [0.70, 0.18, -0.28], [-0.41, -0.05, -0.10], [1.65, -1.05, 1.28], [0.16, -0.37, -2.01], [0.13, 0.58, -0.50], [0.96, 1.95, 2.73], [1.71, 2.45, 0.35], [0.46, 0.25, -0.08], [-6.05, -9.55, -2.97], [-6.10, -0.78, 4.75], [0.71, -1.24, -5.49], [2.74, 0.55, 9.69], [0.22, -0.51, -1.23], [-3.26, 4.58, 2.64], [-3.91, 1.90, 1.77], [0.47, -0.36, 2.63], [-1.82, 3.22, -1.75], [-0.35, 6.21, -0.44], [6.24, 0.84, 5.93], [0.00, -0.78, 2.42], [4.87, 6.53, -7.14], [-4.16, -10.74, 0.48], [0.87, 0.69, -0.53], [1.98, -5.68, 4.02], [6.22, 12.78, 0.10], [-0.92, -0.40, -0.23], [2.85, 0.04, 4.12], [-0.05, -0.67, 0.78], [-3.98, 3.10, -7.41], [2.72, 4.46, 2.08], [-0.80, -1.47, 0.87], [0.23, -1.34, -0.18], [1.99, 4.42, -1.46], [-7.83, 7.67, -0.78], [12.60, -8.81, -1.39], [-0.69, -5.03, 0.72], [-5.63, 2.33, 8.58], [-2.33, -1.87, 1.90], [-0.80, 0.37, 3.06], [-0.68, 2.18, 0.50], [3.20, 0.24, -0.66]], "mulliken_charge": [0.33, 0.26, 0.77, 0.44, 0.32, 0.82, 0.64, -0.81, 0.21, -0.82, 0.56, -0.35, -0.21, 0.98, 0.48, 0.32, -1.62, 0.31, 0.57, -0.08, 0.19, -0.33, -0.77, -0.08, 0.41, 0.51, 0.23, 0.42, 0.16, -0.05, 0.29, 0.45, 0.21, 0.88, -1.03, 0.65, -0.72, -0.07, -0.11, -1.02, -0.39, -0.35, 0.26, -0.64, 0.03, 0.29, -0.21, -0.02, 0.12, -1.34, 0.36, -0.54, -0.26, 0.47, -0.02, 1.02, 0.59, -1.38, -0.36, -0.89, 0.54, 0.24, -0.08, -0.74]}